Entry from OMol25: C4H3LiO2Pt as an isolated structure at a distorted geometry (the ωB97M-V functional and the def2-TZVPD basis).

Max |F| ... 0.3393 Eh/bohr
Kohn-Sham gap (spin up / spin down) ... 5.72 / 6.56 eV
HOMO level (spin up / spin down) ... -0.386 / -0.483 Ha
Expectation value of S² ... 3.78
DFT total energy ... -11728.085 eV
E_LUMO (spin up / spin down) ... -4.77 / -6.59 eV

ORCA input file:
```
! wB97M-V def2-TZVPD RIJCOSX def2/J DEFGRID3
* xyz 1 4
Pt 3.179 0.587 -0.607
O -2.436 -0.744 -0.929
O 1.687 0.010 -0.869
C 0.168 0.006 0.978
C -1.264 -0.136 1.177
C 0.544 0.421 -0.286
C -1.911 -0.243 -0.002
Li 0.944 -0.857 -2.334
H 0.062 1.284 -0.768
H -1.809 0.266 2.033
H 0.836 -0.593 1.609
*
```

Listed below, in e, are the natural (NBO) charges computed for each atom:
1. Pt 0.513
2. O -0.423
3. O -0.810
4. C -0.153
5. C -0.498
6. C -0.089
7. C 0.732
8. Li 0.971
9. H 0.225
10. H 0.288
11. H 0.244